Computed, not measured: C28H34IN8O2RbS as an isolated structure, with ωB97M-V/def2-TZVPD.

```
75
C28H34IN8O2RbS ωB97M-V/def2-TZVPD
Rb 1.50024 1.13646 -0.42246
N 5.76061 1.14383 0.39786
C 4.82656 1.37899 1.40034
S 5.08327 2.78435 2.37220
N 3.88889 0.46809 1.44612
N 2.96899 0.65243 2.44760
C 2.20047 -0.33294 2.72614
C 2.11223 -1.73585 2.24498
C 1.89654 -2.68266 3.24802
C 1.77712 -4.04409 3.01012
C 1.86264 -4.48116 1.68494
C 2.03733 -3.58101 0.65965
C 2.13336 -2.16129 0.86455
O 2.16464 -1.37075 -0.12372
H 6.22185 1.97715 0.07434
H 5.42891 0.50587 -0.31211
H 1.51705 -0.11258 3.55029
H 1.83100 -2.32051 4.27171
H 1.62942 -4.74139 3.82595
H 1.78230 -5.54114 1.45815
H 2.09165 -3.91470 -0.37197
C -1.96792 -3.25398 -3.02407
C -2.57061 -2.23106 -3.75151
C -2.05855 -0.94459 -3.70902
C -0.93251 -0.67366 -2.93136
C -0.33578 -1.68969 -2.19262
C -0.85337 -2.97804 -2.24517
N -0.33358 0.62498 -2.80605
N -0.77196 1.45721 -3.61265
C -0.22024 2.78167 -3.55861
C -0.92811 3.65127 -4.39977
C -0.55843 4.98099 -4.47817
C 0.52921 5.40546 -3.71766
C 1.21610 4.50386 -2.91012
C 0.89434 3.13711 -2.77634
H -2.37358 -4.25881 -3.06175
H -3.44640 -2.44072 -4.35584
H -2.50943 -0.13679 -4.26947
H 0.53681 -1.47753 -1.57960
H -0.37758 -3.75952 -1.66394
H -1.76611 3.26819 -4.97462
H -1.10103 5.67246 -5.11349
H 0.83925 6.44674 -3.75886
H 2.06129 4.90362 -2.34864
C -1.69825 -2.60920 2.80899
C -1.59155 -2.68340 1.28845
N -2.40081 -1.69171 0.59317
C -3.63632 -2.13948 -0.01542
C -4.80100 -2.26701 0.96399
C -1.97514 -0.38508 0.53841
C -2.87378 0.60806 -0.15406
N -0.87803 0.06177 1.02408
H -1.03395 -3.34675 3.25974
H -2.72251 -2.79231 3.14181
H -1.39615 -1.62464 3.16790
H -1.91561 -3.66625 0.93846
H -0.54493 -2.58912 0.98616
H -3.44686 -3.10818 -0.48587
H -3.90339 -1.46824 -0.82872
H -4.58318 -3.00541 1.73719
H -5.70831 -2.58030 0.44086
H -4.99820 -1.31337 1.45702
H -2.94549 0.39743 -1.22260
H -2.43540 1.59312 -0.02429
H -3.88277 0.60266 0.26500
H -0.30292 -0.66487 1.44857
N 1.82256 3.40448 3.48375
C 1.20939 4.28868 2.67623
O 0.07525 4.70868 2.85355
C 2.04869 4.72563 1.48828
I 2.39170 6.83538 1.57351
H 1.23272 2.94040 4.15470
H 2.67998 2.92475 3.19850
H 1.49322 4.56448 0.56729
H 3.03418 4.26356 1.46196
```

Properties
LUMO level: 3.82 eV
Net charge: -2
HOMO energy: -1.8 eV
HOMO-LUMO gap: 5.7 eV
Energy relative to the best compared isomer or geometry (same formula, charge and spin): 0.0 kcal per mole

The Löwdin scheme yields these atomic charges, measured in e: number 1, Rb, carries 0.737; number 2, N, carries 0.015; number 3, C, carries -0.958; number 4, S, carries 0.430; number 5, N, carries -0.080; number 6, N, carries -0.046; number 7, C, carries -0.166; number 8, C, carries -0.158; number 9, C, carries -0.102; number 10, C, carries -0.166; number 11, C, carries -0.146; number 12, C, carries -0.058; number 13, C, carries -0.455; number 14, O, carries -0.281; number 15, H, carries 0.042; number 16, H, carries 0.074; number 17, H, carries 0.097; number 18, H, carries 0.101; number 19, H, carries 0.073; number 20, H, carries 0.082; number 21, H, carries 0.095; number 22, C, carries -0.123; number 23, C, carries -0.111; number 24, C, carries -0.051; number 25, C, carries -0.253; number 26, C, carries -0.016; number 27, C, carries -0.083; number 28, N, carries 0.014; number 29, N, carries 0.044; number 30, C, carries -0.341; number 31, C, carries -0.091; number 32, C, carries -0.146; number 33, C, carries -0.139; number 34, C, carries -0.196; number 35, C, carries -0.143; number 36, H, carries 0.091; number 37, H, carries 0.090; number 38, H, carries 0.095; number 39, H, carries 0.076; number 40, H, carries 0.100; number 41, H, carries 0.084; number 42, H, carries 0.077; number 43, H, carries 0.081; number 44, H, carries 0.062; number 45, C, carries -0.064; number 46, C, carries -0.203; number 47, N, carries -0.084; number 48, C, carries -0.236; number 49, C, carries -0.077; number 50, C, carries -0.453; number 51, C, carries -0.014; number 52, N, carries 0.098; number 53, H, carries 0.062; number 54, H, carries 0.056; number 55, H, carries 0.073; number 56, H, carries 0.119; number 57, H, carries 0.099; number 58, H, carries 0.104; number 59, H, carries 0.101; number 60, H, carries 0.059; number 61, H, carries 0.066; number 62, H, carries 0.070; number 63, H, carries 0.067; number 64, H, carries 0.084; number 65, H, carries 0.074; number 66, H, carries 0.013; number 67, N, carries 0.170; number 68, C, carries -0.694; number 69, O, carries -0.021; number 70, C, carries -0.555; number 71, I, carries 0.723; number 72, H, carries 0.106; number 73, H, carries -0.006; number 74, H, carries 0.040; number 75, H, carries -0.030